# 1
The following is a DFT calculation (ωB97M-V with the def2-TZVPD basis set) of a structure of composition C27H21F3N5O2SSn.

The calculation puts the HOMO energy at -10.690 eV. As for the orbital gap: 7.4702 eV. The net charge is +1.

Last column: Mulliken charge in e.
Atoms and positions in Å:
Sn  -0.9644  1.0448  1.0767  0.55
N  -4.4055  0.5930  -1.9232  -0.40
C  -3.4651  0.5307  -0.9677  0.73
S  -2.2748  1.8062  -0.9725  -0.55
N  -3.5621  -0.4675  -0.1306  -0.99
N  -2.6187  -0.5469  0.8419  0.64
C  -2.6758  -1.5970  1.5813  -0.30
C  -3.6804  -2.6675  1.3722  -0.47
C  -3.5774  -3.4843  0.2506  0.07
C  -4.4858  -4.5141  0.0694  -0.84
C  -5.5022  -4.7206  0.9941  -0.41
C  -5.6077  -3.9001  2.1072  -0.73
C  -4.6906  -2.8767  2.3027  0.09
C  -1.6536  -1.7736  2.6264  0.66
C  -1.5951  -2.9090  3.4233  -0.46
C  -0.5812  -3.0081  4.3638  -0.56
C  0.3400  -1.9821  4.4855  -0.78
C  0.2102  -0.8875  3.6466  -0.24
N  -0.7576  -0.7944  2.7439  0.00
H  -4.3981  1.3307  -2.6021  0.20
H  -5.1300  -0.1052  -1.9388  0.24
H  -2.7902  -3.3034  -0.4712  0.55
H  -4.4050  -5.1544  -0.7990  0.42
H  -6.2137  -5.5219  0.8448  0.41
H  -6.4026  -4.0551  2.8246  0.40
H  -4.7697  -2.2345  3.1723  0.47
H  -2.3235  -3.6967  3.3014  0.46
H  -0.5134  -3.8838  4.9954  0.45
H  1.1413  -2.0236  5.2092  0.41
H  0.8975  -0.0497  3.7010  0.47
N  2.5232  1.7510  -0.1289  0.90
C  3.8943  1.2275  -0.0105  0.34
C  4.3540  0.3837  0.9722  -0.68
C  5.6799  -0.0198  0.8676  -0.60
C  6.4760  0.4166  -0.1874  -0.76
C  5.9772  1.2581  -1.1720  -0.43
C  4.6545  1.6644  -1.0829  0.28
C  3.8019  2.5001  -1.9369  0.36
C  4.0275  3.1608  -3.1330  -0.46
C  2.9656  3.8368  -3.7251  -0.72
C  1.7013  3.8503  -3.1485  -0.61
C  1.4567  3.1962  -1.9464  -0.65
C  2.5264  2.5304  -1.3812  0.56
H  2.2965  2.3449  0.6742  0.60
H  1.8033  0.9625  -0.1552  -0.26
H  3.7187  0.0353  1.7761  0.55
H  6.0945  -0.6865  1.6108  0.42
H  7.5051  0.0884  -0.2420  0.40
H  6.6061  1.5834  -1.9896  0.47
H  5.0029  3.1514  -3.6001  0.47
H  3.1232  4.3566  -4.6603  0.40
H  0.8933  4.3734  -3.6412  0.44
H  0.4666  3.1725  -1.5108  0.30
F  2.6669  -1.9123  -0.4381  -0.25
C  1.7796  -1.5667  -1.3863  0.61
F  2.3007  -0.5096  -2.0430  -0.22
F  1.6516  -2.5661  -2.2305  -0.24
C  0.4399  -1.1719  -0.7182  0.21
O  -0.5388  -1.8545  -0.8155  -0.46
O  0.5667  -0.0533  -0.0454  -0.49

Forces on atoms 1 to 6 (eV/Å):
Sn -0.27 0.15 0.30
N 0.01 0.02 -0.01
C 0.00 -0.08 0.08
S 0.10 -0.06 -0.09
N -0.04 0.14 -0.04
N 0.01 0.14 -0.22

# 2
The following is a DFT calculation (ωB97M-V with the def2-TZVPD basis set) of a structure of composition C27H21I2N2O6SeTeV.

The expectation value of S² is 3.758. The calculation puts the HOMO energy (spin up / spin down) at -5.407 / -5.847 eV. As for the orbital gap (spin up / spin down): 7.1812 / 7.5964 eV. The net charge is -1. Its multiplicity is 4.

Last column: Mulliken charge in e.
Atoms and positions in Å:
V  2.4881  -0.2939  -0.4472  0.36
O  -0.1288  1.1062  -3.6397  -0.39
C  -0.4197  1.4870  -2.3103  2.66
C  0.4345  0.5631  -1.4103  0.28
O  0.7882  0.9855  -0.2674  -0.85
O  0.8057  -0.5590  -1.8251  -0.76
C  -1.9089  1.2974  -2.0206  -0.52
C  -2.8130  1.9680  -2.8432  -0.54
C  -4.1784  1.8423  -2.6564  -0.94
C  -4.6642  1.0517  -1.6236  -0.58
C  -3.7730  0.3990  -0.7879  -0.34
C  -2.4015  0.5197  -0.9824  0.70
C  -0.0304  2.9451  -2.0549  -0.30
C  -0.5096  3.6269  -0.9404  0.08
C  -0.1352  4.9400  -0.7070  -0.89
C  0.7223  5.5886  -1.5864  -0.41
C  1.2013  4.9129  -2.6978  -0.87
C  0.8273  3.5962  -2.9317  -0.35
H  -0.8877  1.3035  -4.1969  0.50
H  -2.4429  2.6246  -3.6247  0.44
H  -4.8629  2.3709  -3.3079  0.38
H  -5.7312  0.9526  -1.4685  0.39
H  -4.1363  -0.2110  0.0276  0.36
H  -1.7273  0.0061  -0.3077  -0.16
H  -1.1699  3.1237  -0.2452  0.47
H  -0.5102  5.4593  0.1663  0.39
H  1.0151  6.6149  -1.4029  0.39
H  1.8720  5.4062  -3.3902  0.44
H  1.1989  3.0661  -3.7978  0.22
O  4.0879  -0.4686  2.8538  -0.66
N  3.8840  -0.3804  1.6653  1.36
O  3.6005  0.7133  1.0848  -0.64
O  3.9024  -1.3827  0.8863  -0.58
I  3.2935  1.1769  -4.8886  0.20
I  2.4547  2.3118  -7.3038  -0.43
Se  4.1951  0.1777  -2.3598  -0.33
C  4.4334  -1.6112  -2.7490  0.40
N  4.6021  -2.7301  -2.9738  -0.57
Te  0.6833  -2.6753  0.5954  0.40
C  1.2629  -3.8020  2.2878  0.15
C  0.6739  -5.0379  2.5328  -0.38
C  1.0314  -5.7700  3.6562  -0.55
C  1.9837  -5.2722  4.5345  -0.39
C  2.5801  -4.0448  4.2860  -0.65
C  2.2249  -3.3083  3.1634  0.09
C  -0.8678  -1.6834  1.6302  -0.26
C  -0.5856  -0.6034  2.4594  -0.09
C  -1.6076  0.0146  3.1657  -0.71
C  -2.9123  -0.4451  3.0514  -0.28
C  -3.1967  -1.5216  2.2236  -0.66
C  -2.1784  -2.1344  1.5055  -0.11
H  -0.0677  -5.4299  1.8476  0.35
H  0.5682  -6.7309  3.8428  0.36
H  2.2649  -5.8449  5.4095  0.36
H  3.3311  -3.6551  4.9614  0.42
H  2.7112  -2.3629  2.9717  0.11
H  0.4287  -0.2332  2.5441  0.38
H  -1.3832  0.8606  3.8026  0.41
H  -3.7075  0.0386  3.6045  0.38
H  -4.2124  -1.8874  2.1330  0.42
H  -2.4008  -2.9713  0.8555  0.36

Forces on atoms 1 to 6 (eV/Å):
V -0.11 0.11 0.43
O 0.00 -0.06 0.00
C -0.15 -0.07 0.06
C -0.23 0.21 0.01
O 0.18 0.03 -0.28
O 0.16 -0.12 -0.14

# 3
The following is a DFT calculation (ωB97M-V with the def2-TZVPD basis set) of a structure of composition C27H21IMgN8.

The calculation puts the HOMO energy at -14.137 eV. As for the orbital gap: 7.0761 eV. The net charge is +2.

Last column: Mulliken charge in e.
Atoms and positions in Å:
Mg  0.1421  -1.0178  1.0706  0.90
C  1.1915  -3.3376  -1.1292  -0.27
C  -0.1718  -3.1076  -0.8569  -0.30
C  -0.7577  -3.5510  0.3644  -0.73
C  0.0712  -4.1795  1.3345  -0.33
C  1.4346  -4.3755  1.0572  -0.52
C  1.9928  -3.9857  -0.1917  -0.54
H  1.6355  -3.0002  -2.0677  0.45
H  -0.7365  -2.5027  -1.5667  0.38
H  -1.8168  -3.3380  0.5845  0.74
H  -0.3498  -4.4205  2.3325  0.42
H  2.1103  -4.8035  1.8197  0.48
H  3.0484  -4.1330  -0.3640  0.52
C  4.5679  -0.5644  0.0342  -0.45
C  3.4204  -0.8974  0.7247  -0.23
N  2.2297  -0.4244  0.3690  -0.09
C  2.1510  0.4321  -0.7016  -0.07
C  3.3205  0.7159  -1.4267  -0.52
N  4.5025  0.1749  -1.0870  -0.52
C  0.8199  0.9313  -1.0499  1.05
C  0.6266  1.9573  -2.0091  -0.84
C  -0.6680  2.4293  -2.2055  0.72
C  -1.7451  1.8610  -1.5279  -0.66
C  -1.4538  0.8690  -0.5619  0.88
N  -0.2159  0.4403  -0.3302  0.61
C  -2.4881  0.2695  0.3123  -0.05
C  -3.8301  0.6979  0.3618  -0.53
N  -4.7140  0.1809  1.2150  -0.50
C  -4.2910  -0.8415  1.9734  -0.54
C  -2.9815  -1.2509  1.9937  -0.47
N  -2.0570  -0.6705  1.2183  0.11
C  -0.8797  3.5615  -3.1817  0.45
C  -2.0314  3.6660  -3.9886  -0.53
C  -2.1367  4.7217  -4.8986  -0.40
N  -1.2289  5.7017  -5.0366  -0.53
C  -0.1421  5.6157  -4.2491  -0.40
C  0.0528  4.6032  -3.2895  -0.52
H  5.5667  -0.8873  0.2716  0.45
H  3.4326  -1.5833  1.5731  0.33
H  3.3063  1.2843  -2.3618  0.40
H  1.4832  2.3378  -2.5830  0.54
H  -2.7807  2.2128  -1.6888  0.37
H  -4.2213  1.4966  -0.2879  0.38
H  -5.0692  -1.2911  2.5690  0.43
H  -2.5955  -2.0657  2.6257  0.56
H  -2.8398  2.9194  -3.9795  0.36
H  -2.9806  4.7901  -5.5931  0.37
H  0.6181  6.3770  -4.4022  0.38
H  0.9101  4.6512  -2.6086  0.47
I  2.3797  -2.2742  6.7103  0.20
C  1.2342  -1.3816  5.2054  -0.85
C  0.2081  -0.4109  5.2583  0.06
N  -0.1379  -0.1091  4.0163  0.01
N  0.5338  -0.9452  3.1072  -0.46
C  1.3531  -1.6984  3.8472  -0.29
H  -0.1925  0.0272  6.1379  0.51
H  -0.8167  0.5660  3.7274  0.16
H  1.9865  -2.4429  3.4099  0.45

Forces on atoms 1 to 6 (eV/Å):
Mg 0.20 -0.42 -0.03
C -0.17 -0.09 0.23
C 0.17 0.17 0.73
C 0.84 0.49 -0.07
C -0.13 0.59 -0.05
C 0.35 0.18 -0.34

Number 1: E -2377.73545 Eh. Number 2: E -5811.35310 Eh. Number 3: E -1976.91093 Eh.